Computed, not measured: C7H9FO3 in the gas phase in a non-equilibrium geometry, with ωB97M-V/def2-TZVPD.

Geometry as XYZ:
```
20
Properties=species:S:1:pos:R:3:forces:R:3
C -2.642 -0.651 0.417 0.385 -1.621 2.846
C 1.366 0.496 -0.897 -3.347 -0.023 -0.480
C -0.250 0.233 0.890 -0.919 3.320 1.776
C -0.134 -1.074 0.274 -0.996 -1.093 -1.319
C 0.758 1.257 0.284 0.702 0.713 0.832
C 0.951 -1.027 -0.785 2.252 1.080 0.982
C -1.345 -0.183 -0.090 0.860 -0.996 0.924
O -3.662 -0.479 -0.150 -1.286 0.252 -0.735
O 0.116 2.534 -0.077 -0.042 -1.951 -0.676
O 2.139 -1.760 -0.234 -1.710 0.208 0.906
F -1.496 0.292 -1.336 0.594 0.499 -0.420
H -2.648 -1.307 1.445 0.431 1.374 -1.800
H 0.842 1.059 -1.672 -0.361 -0.774 -0.763
H 2.351 0.632 -1.200 2.075 0.071 0.414
H -0.632 0.476 1.950 0.809 -0.766 -1.692
H -0.385 -2.019 0.782 0.395 0.475 -0.290
H 1.581 1.612 0.922 -0.445 -0.857 0.624
H 0.711 -1.362 -1.798 0.000 -0.646 0.498
H 0.425 3.194 0.529 0.216 0.385 0.427
H 1.955 -1.920 0.746 0.386 0.350 -2.054
```
Positions in Å, forces in eV/Å.

The HOMO energy is -0.3728 Ha. The energy relative to the best compared isomer or geometry (same formula, charge and spin) is 0.055 eV. As for the SMILES: O=C[C@]1(F)[C@@H]2[C@H]1[C@H](O)C[C@H]2O. The charge is 0. For the orbital gap, the calculation gives 0.39068 Eh.